(1)
Molecular formula: C12H18ClErIN2O3P
Method: DFT, ωB97M-V/def2-TZVPD

```
39
Properties=species:S:1:pos:R:3:mulliken_spin:R:1
Er 0.90 -1.20 -0.03 3.03
I 1.19 -0.88 -3.00 0.13
Cl 1.99 -2.40 1.78 -0.01
P 3.05 0.94 -0.56 -0.01
O -0.62 1.62 -1.65 -0.08
O -6.07 -2.01 1.93 0.00
O 1.12 3.31 0.02 -0.01
N -6.23 -2.54 -0.28 0.00
N -1.38 -1.13 0.31 -0.01
C 4.04 1.94 0.62 0.00
C -3.34 -1.39 1.71 0.00
C 0.75 1.55 1.69 0.00
C -2.19 -1.23 -0.79 0.00
C 0.72 2.18 0.32 -0.01
C 4.23 -0.41 -0.91 0.00
C 0.15 1.33 -0.80 -0.02
C -1.96 -1.20 1.55 0.00
C -3.56 -1.43 -0.69 0.00
C -5.56 -2.06 0.82 0.00
C 3.09 2.02 -2.03 0.00
C -4.15 -1.59 0.59 0.00
H -4.14 -1.46 -1.61 0.00
H -1.70 -1.12 -1.75 0.00
H 3.55 2.91 0.81 0.00
H 4.18 -1.15 -0.09 0.00
H 0.67 2.38 2.41 0.00
H 2.74 1.45 -2.90 0.00
H 4.15 1.39 1.56 0.00
H 4.13 2.36 -2.18 0.00
H 3.95 -0.89 -1.86 0.00
H -3.75 -1.41 2.71 0.00
H 2.44 2.89 -1.87 0.00
H 5.23 0.03 -0.96 0.00
H 5.03 2.11 0.17 0.00
H -7.14 -2.95 -0.11 0.00
H -1.30 -1.09 2.42 0.00
H -0.14 0.91 1.82 0.00
H -5.75 -2.80 -1.13 0.00
H 1.69 1.01 1.96 0.00
```

The total charge is +2. The energy relative to the best compared isomer or geometry (same formula, charge and spin) is 0.0 kcal per mole. As for the spin multiplicity: 4. As for the gap between HOMO and LUMO (alpha / beta): 4.825 / 4.539 eV. The value obtained for the maximum force is 7.1 eV/Å. The highest occupied orbital energy (alpha / beta) is -15.52 / -15.52 eV. For the total energy, the calculation gives -2917.04534 Ha.

***

(2)
Molecular formula: C12H18ClO10
Method: DFT, ωB97M-V/def2-TZVPD

```
41
Properties=species:S:1:pos:R:3:mulliken_charge:R:1
Cl -5.90 -8.37 -6.73 1.86
O -6.86 -4.38 -9.57 -0.66
O -2.65 -8.72 -2.49 -0.67
O -4.70 -9.60 -2.55 -0.35
O -10.78 -7.11 -8.60 -0.62
O -10.83 -7.30 -6.31 -0.36
O -5.20 -9.64 -6.84 -0.77
O -6.87 -8.39 -5.63 -0.89
O -5.38 -5.69 -8.31 -0.28
O -4.94 -7.35 -6.36 -0.80
O -6.43 -8.05 -8.00 -0.69
C -8.61 -6.59 -5.86 -0.35
C -5.98 -9.22 -3.05 -0.41
C -8.70 -6.86 -7.40 -0.09
C -4.14 -6.70 -10.12 -0.63
C -10.21 -7.11 -7.53 0.22
C -5.60 -6.42 -10.53 -0.57
C -9.92 -7.29 -5.30 -0.43
C -3.83 -8.67 -2.80 0.45
C -4.35 -6.61 -8.56 -0.15
C -6.12 -5.41 -9.49 0.61
C -4.38 -7.58 -3.73 -0.11
C -5.85 -7.71 -3.36 0.47
H -7.77 -6.90 -5.25 0.12
H -6.19 -9.66 -4.03 0.24
H -3.78 -6.71 -3.45 0.40
H -6.18 -7.33 -10.53 0.20
H -8.29 -5.99 -7.92 0.17
H -3.49 -6.12 -8.10 0.40
H -6.45 -7.57 -4.26 -0.67
H -8.71 -5.51 -5.80 0.40
H -10.54 -6.96 -4.46 0.32
H -3.50 -5.87 -10.41 0.33
H -9.56 -8.26 -4.99 0.23
H -3.78 -7.72 -10.27 0.35
H -6.73 -9.56 -2.34 0.34
H -5.46 -6.13 -11.57 0.44
H -8.21 -7.83 -7.53 0.43
H -4.57 -7.58 -8.10 0.08
H -6.17 -7.08 -2.53 0.51
H -4.22 -7.90 -4.75 -0.05
```

The total charge is -1. The energy relative to the best compared isomer or geometry (same formula, charge and spin) is 96.5 kcal per mole. As for the spin multiplicity: 1. As for the gap between HOMO and LUMO: 9.841 eV. The value obtained for the maximum force is 5.4 eV/Å. The highest occupied orbital energy is -6.77 eV. For the total energy, the calculation gives -1680.37005 Ha.

***

(3)
Molecular formula: C12H18F24Na5O9P4
Method: DFT, ωB97M-V/def2-TZVPD

```
72
Properties=species:S:1:pos:R:3:mulliken_charge:R:1
P -3.78 0.42 -0.62 1.15
P -5.44 -7.50 -3.05 1.12
P -10.67 -0.66 2.52 1.15
P -0.83 1.10 -8.23 1.14
Na -7.55 5.00 3.09 1.00
Na -1.66 5.11 -2.81 1.00
Na -6.06 -4.31 2.41 1.00
Na -8.40 -0.30 -4.44 1.00
Na -2.12 -4.21 -4.94 1.00
F -12.33 -0.43 2.45 -0.35
F -3.20 -0.44 -1.77 -0.31
F -10.40 0.83 3.21 -0.39
F -5.56 -5.90 -3.34 -0.37
F -5.26 -9.01 -2.67 -0.32
F -10.31 0.04 1.07 -0.37
F -3.38 -0.56 0.60 -0.35
F -0.49 2.27 -7.08 -0.37
F -1.26 2.17 -9.36 -0.34
F -0.49 -0.10 -7.17 -0.37
F 0.65 1.06 -8.90 -0.33
F -10.66 -2.09 1.76 -0.34
F -4.41 1.65 -1.64 -0.42
F -2.43 1.34 -0.58 -0.36
F -4.74 -7.71 -4.50 -0.35
F -4.04 -7.11 -2.38 -0.35
F -9.06 -0.87 2.74 -0.38
F -5.06 -0.50 -0.80 -0.35
F -4.34 1.39 0.61 -0.37
F -10.93 -1.31 3.96 -0.33
F -1.35 -0.13 -9.21 -0.39
F -2.36 0.93 -7.82 -0.35
F -6.28 -7.06 -1.66 -0.40
F -6.87 -7.91 -3.62 -0.33
O 4.91 -3.42 -0.12 -0.34
O 0.77 1.54 7.02 -0.32
O 7.11 -3.49 -0.01 -0.30
O 3.97 5.08 -1.18 -0.58
O 4.96 5.88 0.90 -0.31
O 6.23 5.19 -0.84 -0.33
O 0.75 -0.33 8.23 -0.31
O 1.22 1.59 9.17 -0.56
O 5.89 -4.22 1.86 -0.57
C 4.91 5.36 -0.41 0.63
C 7.11 5.54 0.14 0.34
C 6.30 6.33 1.13 -0.46
C 5.37 -3.02 -1.41 0.56
C 5.94 -3.76 0.68 0.61
C 0.22 -0.72 6.95 -0.50
C 6.80 -2.70 -1.11 -0.49
C 0.33 0.58 6.11 0.43
C 1.40 0.69 5.03 -1.27
C 4.47 -1.99 -2.00 -1.29
C 8.33 6.21 -0.39 -1.35
C 0.75 1.00 8.22 0.66
H -0.69 0.64 5.72 0.28
H 1.53 1.70 4.64 0.32
H 7.22 4.51 0.49 0.30
H 9.05 5.56 -0.89 0.33
H 7.32 -2.97 -2.03 0.32
H 0.81 -1.55 6.56 0.27
H 8.85 6.63 0.47 0.38
H 5.50 -3.81 -2.15 0.18
H 6.74 6.08 2.10 0.34
H -0.76 -1.18 7.07 0.29
H 7.03 -1.66 -0.88 0.28
H 8.07 7.09 -0.98 0.35
H 4.64 -2.08 -3.07 0.38
H 1.24 -0.13 4.34 0.37
H 4.56 -0.98 -1.61 0.30
H 2.34 0.47 5.55 0.36
H 6.45 7.36 0.83 0.36
H 3.41 -2.24 -1.98 0.34
```

The total charge is +1. The energy relative to the best compared isomer or geometry (same formula, charge and spin) is 359.2 kcal per mole. As for the spin multiplicity: 1. As for the gap between HOMO and LUMO: 6.223 eV. The value obtained for the maximum force is 6.7 eV/Å. The highest occupied orbital energy is -11.46 eV. For the total energy, the calculation gives -5719.41969 Ha.

***

(4)
Molecular formula: C12H18I2N2O6
Method: DFT, ωB97M-V/def2-TZVPD

```
40
Properties=species:S:1:pos:R:3:mulliken_charge:R:1
I 2.59 2.21 -3.33 -0.04
I 1.61 1.76 1.64 0.06
O -0.15 -1.20 -4.33 -0.62
O 0.22 0.52 -2.92 -0.43
O 0.16 -1.53 -2.12 -0.45
O -4.35 1.44 4.65 -0.81
O -4.54 2.88 2.94 -0.80
O -3.15 1.15 2.78 -0.78
N 1.11 -1.31 0.06 0.23
N -3.44 -0.81 0.68 -0.74
C 2.33 2.12 -0.34 0.40
C -0.76 1.23 -0.86 -1.58
C 0.06 -0.77 -3.23 0.48
C 0.55 0.68 -1.48 3.15
C 1.74 1.63 -1.41 -1.89
C -2.16 -0.80 -0.03 0.33
C -4.03 1.83 3.47 0.51
C 1.30 -3.28 1.48 -1.20
C -1.41 0.50 0.31 -0.19
C 3.53 3.02 -0.35 -1.53
C 1.00 -0.78 -1.27 -1.11
C 1.33 -2.76 0.05 -0.54
H -2.29 -0.90 -1.11 -0.09
H 1.71 -2.56 2.18 0.29
H -0.53 2.25 -0.53 0.40
H -0.70 0.31 1.12 -0.12
H 2.29 -3.01 -0.44 0.44
H -1.49 1.33 -1.66 0.44
H 4.36 2.53 -0.87 0.36
H -2.16 1.18 0.73 0.66
H 0.54 -3.23 -0.52 0.33
H 1.81 -4.24 1.57 0.37
H 3.83 3.26 0.67 0.42
H -3.33 -0.10 1.44 0.30
H 0.26 -3.44 1.77 0.29
H -3.55 -1.69 1.17 0.25
H 2.00 -0.79 -1.75 0.64
H -1.54 -1.65 0.29 -0.07
H 3.30 3.94 -0.89 0.35
H 1.98 -0.91 0.42 0.29
```

The total charge is -2. As for the spin multiplicity: 1. As for the gap between HOMO and LUMO: 1.587 eV. The value obtained for the maximum force is 1.5 eV/Å. The highest occupied orbital energy is 1.56 eV. For the total energy, the calculation gives -1624.31578 Ha.

***

(5)
Molecular formula: C12H18N3
Method: DFT, ωB97M-V/def2-TZVPD

```
33
Properties=species:S:1:pos:R:3:mulliken_charge:R:1
N -0.11 -0.38 -4.07 -0.37
N 1.59 1.01 -5.83 -0.86
N -0.77 -0.45 1.32 0.04
C -0.07 0.15 3.72 -0.02
C -1.38 -1.26 -0.77 -0.93
C -0.37 -0.25 -2.78 0.97
C 0.04 0.42 2.25 0.49
C 0.82 1.32 1.63 -0.70
C 0.41 0.60 -1.97 -0.90
C -1.20 -1.22 -2.15 -0.48
C 0.77 -1.13 4.20 -1.37
C -0.57 -0.40 0.03 0.71
C -1.56 -0.10 4.05 -1.42
C 0.76 1.53 0.28 -0.62
C 0.22 0.65 -0.59 0.99
H 1.09 1.86 -5.56 0.26
H 1.82 -1.11 4.22 0.40
H -1.71 -1.90 -2.94 0.23
H -1.71 -1.06 3.66 0.38
H 0.37 -1.30 5.22 0.35
H -2.38 0.60 3.66 0.31
H -1.30 -1.22 1.63 0.19
H 1.54 0.88 -6.82 0.22
H 0.25 0.99 4.33 0.50
H 1.49 2.34 -0.21 0.25
H 0.67 0.12 -4.60 0.18
H 0.57 -1.85 3.50 0.39
H -1.75 0.02 5.17 0.38
H 2.55 0.89 -5.50 0.23
H 1.25 2.05 2.33 0.38
H -1.84 -2.17 -0.39 0.33
H 1.01 1.42 -2.38 0.30
H -0.48 -1.07 -4.65 0.20
```

The total charge is +1. The energy relative to the best compared isomer or geometry (same formula, charge and spin) is 26.5 kcal per mole. As for the spin multiplicity: 1. As for the gap between HOMO and LUMO: 6.646 eV. The value obtained for the maximum force is 6.6 eV/Å. The highest occupied orbital energy is -10.89 eV. For the total energy, the calculation gives -632.05818 Ha.

***

Which of these has the highest maximum force? C12H18ClErIN2O3P